(1)
The following is a quantum chemistry calculation of a cluster of 13 separate species, C17H60N18O17 in total in a non-equilibrium geometry, from the Open Molecules 2025 dataset.

Results
Frontier orbital gap: 8.465 eV
ΔE to the lowest compared entry with this formula, charge and spin: 779.8 kJ/mol
HOMO: -0.338 Eh
Charge: 0

Geometry as XYZ:
```
112
Properties=species:S:1:pos:R:3:forces:R:3
C -0.1188 0.6724 -5.9445 -4.1 -2.4 0.8
O -0.7953 -0.0318 -6.6949 0.3 -0.2 0.8
N -0.1708 0.8434 -4.6211 -1.0 -2.3 3.2
N 0.6169 1.6272 -6.3043 5.3 5.2 -5.0
H -0.8062 0.2887 -4.0654 0.2 0.0 0.2
H 0.5299 1.4427 -4.2089 -0.9 -0.2 0.5
H 1.3107 1.9942 -5.6686 -0.3 0.4 -0.7
H 0.5886 1.9422 -7.2635 0.5 -0.2 0.2
C 1.7496 -0.9163 3.5928 2.7 1.7 2.2
O 2.4255 -0.5162 4.5228 0.5 0.8 0.7
N 1.5896 -0.3497 2.4369 -0.4 2.6 -4.0
N 1.1390 -2.0418 3.5723 -2.6 -5.0 0.9
H 2.1265 0.4283 2.0812 0.0 -0.2 0.4
H 1.1392 -0.9400 1.7523 0.3 0.8 -0.5
H 0.4700 -2.1636 2.8255 -0.1 -0.6 0.7
H 1.0706 -2.5757 4.4269 -0.1 0.1 -0.3
C -0.8183 4.0788 -1.9569 1.8 -1.4 -4.2
O 0.0349 3.4735 -2.6180 0.2 -0.9 0.2
N -0.4791 4.5948 -0.8123 1.9 1.5 4.6
N -1.9990 4.3008 -2.4379 -3.1 0.6 -0.4
H -0.6246 5.5592 -0.5497 -0.6 0.1 -0.4
H 0.4992 4.3667 -0.7077 0.1 0.2 0.3
H -2.2841 3.7769 -3.2530 0.0 0.2 0.2
H -2.6985 4.6996 -1.8282 -0.3 -0.2 -0.3
C -1.4542 5.5791 3.2248 -3.8 4.4 -2.6
O -2.3329 6.4353 3.0105 0.0 -1.2 -0.9
N -0.8204 4.8591 2.3233 1.3 -1.7 -1.7
N -0.9854 5.4950 4.4013 2.6 -1.3 5.4
H -1.0990 4.8308 1.3528 0.0 -0.2 0.4
H -0.2234 4.1513 2.7268 -0.1 -0.2 -0.8
H -0.0939 5.0355 4.5200 -0.3 0.1 0.7
H -1.4858 5.9042 5.1774 0.3 0.0 -0.3
C -4.7140 2.4705 -0.6285 -1.0 0.3 -2.3
O -5.5587 3.1217 -1.1873 -1.5 1.4 -1.5
N -4.6821 2.3162 0.6370 -0.6 0.3 6.4
N -3.7937 1.7456 -1.1918 3.4 -1.9 -3.0
H -5.4334 2.7517 1.1526 0.4 0.0 0.1
H -3.9125 1.8902 1.1335 -0.4 -0.1 -0.1
H -3.0859 1.3104 -0.6177 -0.3 -0.3 -0.2
H -3.6516 1.6687 -2.1888 -0.3 0.2 0.2
C -1.9038 -3.0598 2.0473 -1.5 1.9 2.9
O -1.9059 -1.9730 2.5955 0.5 0.6 0.3
N -1.4760 -3.2925 0.8547 1.2 -0.8 -5.4
N -2.3650 -4.1992 2.5340 -0.8 -1.2 1.8
H -1.2972 -2.5629 0.1795 -0.1 0.6 0.2
H -2.0168 -4.0716 0.5074 0.4 0.3 -1.1
H -2.9666 -4.1725 3.3449 0.3 -0.5 -0.1
H -2.1210 -5.0041 1.9748 -0.7 -0.4 1.1
C 4.8000 1.9304 1.1072 -0.2 1.4 0.5
O 5.2886 1.7933 0.0358 0.0 -0.7 -3.4
N 5.4052 1.6017 2.2079 2.0 -1.6 3.2
N 3.6584 2.5574 1.4499 -2.7 1.1 -0.8
H 5.1404 2.1208 3.0328 0.6 -0.9 0.2
H 6.0834 0.8549 2.1583 0.2 0.5 0.5
H 3.1568 3.1118 0.7709 0.1 -0.1 0.2
H 3.3728 2.5633 2.4187 -0.1 0.1 -0.4
C 1.8074 -4.5529 0.7416 3.8 -1.5 2.5
O 3.0024 -4.9163 0.8005 -1.9 0.3 -0.3
N 0.9066 -4.7317 1.7072 -0.9 -1.5 2.5
N 1.2731 -3.8206 -0.1698 -0.7 2.3 -4.3
H -0.0470 -4.4471 1.5348 0.6 -0.3 0.5
H 1.1760 -5.2105 2.5547 -0.2 0.1 -0.3
H 1.8834 -3.4809 -0.8993 -0.4 0.2 -0.1
H 0.3346 -3.4796 -0.0182 0.7 0.2 -0.5
C -2.5826 -1.4758 -2.9160 -3.1 -2.2 0.1
O -2.5212 -0.4046 -3.4164 0.7 2.8 -1.0
N -3.7124 -2.2313 -2.8847 -2.9 0.0 -0.6
N -1.6275 -2.1933 -2.4181 4.4 -0.4 1.7
H -4.4989 -1.7680 -3.3169 -0.1 -0.1 0.2
H -3.9632 -2.7665 -2.0657 0.2 0.1 -0.1
H -0.7422 -1.7182 -2.5208 0.7 -0.7 0.5
H -1.7380 -3.1356 -2.0717 0.2 0.4 -0.6
C 4.9691 -2.5773 -0.3320 0.3 1.3 0.0
C 3.9475 -1.7473 0.4627 -1.6 0.7 0.4
O 2.9902 -0.9958 -0.3668 0.4 -0.4 -0.4
O 6.1847 -1.8204 -0.4563 0.2 -0.3 0.3
H 4.6586 -2.7238 -1.3665 -0.8 -0.4 0.2
H 5.1832 -3.5432 0.1256 -0.1 0.2 0.1
H 4.3321 -0.9931 1.1492 1.1 -0.2 -0.3
H 3.2754 -2.2608 1.1503 0.3 -1.0 -0.3
H 3.1635 -0.0550 -0.2868 0.4 0.1 -0.1
H 6.1804 -1.3844 -1.3115 0.0 0.1 0.1
C 0.1861 0.7329 -0.3073 -0.7 0.9 -0.5
C -0.8785 1.3024 0.6757 0.4 -2.8 1.6
O -2.1183 0.5650 0.7330 -1.3 0.4 -1.9
O 0.2177 -0.6824 -0.2142 -1.1 -0.1 0.8
H 1.1444 1.1837 -0.0493 0.2 0.0 0.3
H 0.0255 1.0387 -1.3411 -0.4 0.0 -0.1
H -1.0856 2.3713 0.7269 0.2 -0.2 -0.5
H -0.6652 0.8499 1.6441 2.2 1.6 0.6
H -1.8738 -0.3467 0.9075 -0.1 -0.2 0.2
H 0.9640 -1.0540 -0.6901 0.7 0.2 -0.2
C 1.4935 -2.7525 -4.1456 -0.5 -0.2 1.5
C 2.8083 -2.9712 -4.8974 -0.3 -0.2 -0.6
O 2.6338 -3.6802 -6.1428 -0.1 0.8 0.5
O 1.4204 -1.6160 -3.2134 0.9 -0.5 -1.0
H 1.4104 -3.5454 -3.4024 -0.6 -0.7 -0.6
H 0.6503 -2.6675 -4.8311 0.1 -0.3 -0.1
H 3.5282 -3.5319 -4.3013 0.1 0.3 0.3
H 3.2037 -1.9881 -5.1530 0.3 0.0 -0.2
H 2.5552 -4.6258 -5.9967 0.0 0.0 0.3
H 2.1466 -1.0615 -3.5077 -0.1 0.7 0.3
C -3.7765 0.2333 4.4989 -0.2 -1.9 0.1
C -3.3785 1.5962 4.1338 -1.0 1.4 -1.2
O -2.8496 2.2551 5.2238 1.1 0.8 1.5
O -4.0846 -0.6131 3.4070 0.0 0.3 -0.3
H -4.6770 0.1481 5.1071 0.3 0.6 0.5
H -2.8900 -0.1352 5.0151 -0.1 -0.5 0.6
H -4.2489 2.1816 3.8376 0.0 0.0 -0.6
H -2.5793 1.6343 3.3935 -0.5 -0.5 -0.9
H -1.9068 2.2205 5.0460 0.1 0.3 0.8
H -3.2329 -0.9250 3.0925 0.0 -0.3 -0.4
```
Forces are in eV/Å.

(2)
The following is a quantum chemistry calculation of a cluster of 26 separate species, C17H81ClINO26 in total, from the Open Molecules 2025 dataset.

Results
Frontier orbital gap: 9.584 eV
HOMO: -0.361 Eh
Charge: 0

Geometry as XYZ:
```
127
Properties=species:S:1:pos:R:3:forces:R:3
C -2.8521 -5.6400 4.6336 0.0 0.2 -0.4
C -2.7848 -5.5549 3.1043 0.0 0.2 0.1
C -3.4376 -4.2802 2.5656 0.3 -0.4 -0.2
C -3.5075 -4.2268 1.0259 -0.2 0.3 0.4
C -2.6714 -3.1013 0.4191 0.0 -0.1 -0.4
C -1.2642 -3.5310 0.0160 0.0 -0.2 -0.1
C -0.4663 -2.3985 -0.6155 -0.3 0.4 0.2
N 0.6589 -2.9236 -1.4040 -0.2 -0.2 0.4
C 1.8072 -2.6750 -0.5951 0.2 -0.1 -0.4
O 2.7395 -3.4263 -0.5028 0.1 0.2 -0.1
C 1.6486 -1.3086 0.0553 0.3 -0.9 0.2
C 2.7203 -1.0732 1.1164 0.1 0.6 0.0
C 2.5331 0.1181 2.0874 0.2 -0.2 0.3
C 2.4859 -0.3287 3.5652 -0.4 0.0 -0.2
C 3.6689 1.1230 1.9028 -0.1 0.0 0.0
C 0.1425 -1.3029 0.3642 -0.2 0.0 0.1
Cl -0.0717 -1.8394 2.0938 0.1 0.0 -0.1
C -0.5978 0.0467 0.2815 0.1 -0.1 0.0
C -0.1882 1.0798 -0.7652 0.2 -0.1 0.5
C 1.1111 1.8058 -0.4505 0.0 0.3 -0.6
I -0.0903 0.3208 -2.7780 -0.1 0.3 -0.3
H -1.9873 -6.1626 5.0393 -0.1 -0.1 0.1
H -2.8535 -4.6265 5.0411 0.0 0.0 0.2
H -3.7668 -6.1478 4.9269 0.0 0.0 0.2
H -1.7381 -5.5522 2.7865 0.0 -0.2 -0.1
H -3.2847 -6.4195 2.6628 0.1 -0.1 0.0
H -2.8243 -3.4464 2.9187 -0.2 0.1 0.1
H -4.4380 -4.1992 2.9964 0.0 0.2 0.0
H -4.5341 -4.0622 0.7095 0.0 -0.1 0.0
H -3.1966 -5.1900 0.6114 0.0 0.0 -0.1
H -2.6519 -2.2402 1.0902 0.0 0.0 0.1
H -3.1607 -2.7695 -0.5038 -0.1 0.1 0.0
H -1.3716 -4.2807 -0.7718 0.1 0.0 0.0
H -0.7257 -4.0218 0.8277 0.0 0.1 0.1
H -1.1934 -1.8925 -1.2533 0.3 0.1 -0.3
H 0.7367 -2.3981 -2.2711 0.1 -0.2 -0.1
H 1.8667 -0.6939 -0.8255 -0.3 0.3 0.1
H 3.6377 -0.8857 0.5528 0.1 -0.2 0.0
H 2.8978 -1.9942 1.6672 -0.1 0.0 0.0
H 1.5804 0.6072 1.8950 0.0 0.0 -0.2
H 1.6044 0.0886 4.0472 0.1 0.0 0.1
H 2.4032 -1.4114 3.6222 0.2 0.0 0.2
H 3.3491 0.0256 4.1248 0.1 -0.1 0.0
H 3.8084 1.4093 0.8576 0.0 0.1 0.0
H 3.5085 2.0172 2.5069 0.0 0.1 0.0
H 4.6027 0.6683 2.2404 0.0 0.0 0.0
H -1.6643 -0.1719 0.2060 0.0 0.0 -0.1
H -0.4489 0.5541 1.2371 -0.1 0.1 0.0
H -0.9761 1.8270 -0.8125 -0.1 -0.1 -0.1
H 1.1802 2.6893 -1.0888 0.0 0.0 0.0
H 2.0005 1.2118 -0.6423 0.0 0.0 0.2
H 1.1004 2.1578 0.5785 0.0 -0.1 0.0
O -5.9243 -3.2282 -0.8429 0.1 0.2 0.0
H -5.6322 -3.2061 -1.7617 -0.1 0.0 -0.1
H -6.5814 -2.5205 -0.7903 -0.1 -0.1 -0.1
O -8.0393 -1.2247 -1.2795 0.0 0.0 -0.1
H -7.7290 -0.4980 -1.8375 0.0 0.1 0.2
H -8.9860 -1.0882 -1.1958 0.0 -0.1 0.0
O -7.0766 1.4577 -1.3334 0.2 0.0 -0.2
H -7.6053 2.2593 -1.4014 -0.1 0.0 0.0
H -7.1799 1.2014 -0.4124 -0.1 -0.1 0.0
O 1.9074 1.4550 6.1779 0.1 0.1 0.1
H 2.3921 2.1162 6.6913 -0.2 0.1 0.0
H 2.0273 0.6301 6.6569 0.0 0.0 0.0
O 0.9322 4.3574 1.5184 -0.1 0.1 0.1
H 1.1872 5.0918 0.9439 0.1 -0.2 -0.2
H -0.0288 4.3761 1.5592 0.0 0.1 0.1
O 3.2527 -0.9953 -3.2974 -0.2 0.0 0.3
H 2.9368 -1.7778 -2.8337 0.1 -0.1 -0.1
H 4.1754 -1.2155 -3.4817 0.0 -0.1 -0.2
O 2.3811 6.0243 3.5636 0.1 0.1 0.0
H 2.2413 5.3711 2.8655 -0.1 0.0 0.0
H 1.9767 5.6309 4.3426 0.0 0.0 0.1
O 2.8947 1.2739 -5.2192 -0.3 -0.1 -0.1
H 2.8629 0.4769 -5.7680 0.3 0.1 -0.1
H 2.4106 0.9891 -4.4363 0.2 0.1 0.1
O -0.2933 -2.2615 -5.4909 0.0 0.0 0.0
H -1.2464 -2.2901 -5.6272 0.0 0.0 0.0
H -0.1714 -1.7051 -4.7152 0.0 -0.1 0.0
O 3.4226 -4.0908 3.4414 -0.1 0.1 -0.1
H 3.8950 -3.9918 2.6079 0.0 0.0 0.0
H 2.4954 -3.9943 3.1977 0.0 0.0 0.0
O -9.3416 2.6193 0.0955 0.0 0.0 0.1
H -9.0827 2.9858 0.9474 0.0 0.1 0.0
H -9.9825 1.9352 0.3121 0.0 0.0 0.0
O 3.4990 -1.1122 -6.9814 0.2 -0.2 0.2
H 3.0968 -1.9865 -6.9881 -0.2 0.0 -0.1
H 4.0824 -1.0803 -7.7499 0.0 0.1 -0.2
O -6.0353 -3.0583 -4.0944 0.0 -0.1 0.1
H -6.4944 -3.8623 -4.3547 0.0 0.0 0.0
H -6.2488 -2.4165 -4.7777 0.1 0.1 0.0
O 3.3436 8.8382 3.6485 -0.2 0.1 0.1
H 3.1666 7.9084 3.4468 -0.1 -0.3 -0.1
H 3.6498 9.2374 2.8281 0.1 0.0 0.0
O 3.4795 -5.0082 -3.3995 0.0 0.2 -0.1
H 2.5176 -5.0339 -3.4246 0.0 0.0 0.0
H 3.6759 -4.6258 -2.5360 0.0 0.0 0.1
O 2.2062 8.1141 6.4796 0.0 -0.3 -0.1
H 2.6478 8.3600 5.6573 0.1 0.1 0.0
H 1.3052 8.4320 6.3776 0.0 0.2 0.0
O 5.2962 -2.6469 -4.8859 0.1 0.2 -0.1
H 4.8930 -3.4972 -5.0910 -0.1 -0.1 0.2
H 4.9299 -2.0316 -5.5367 -0.1 0.0 0.0
O 5.0868 -0.5307 -9.6348 0.0 0.0 -0.1
H 5.6090 0.2787 -9.6805 0.0 0.0 0.1
H 5.6259 -1.1917 -10.0848 0.0 0.0 0.1
O -3.7113 -0.7787 -4.1379 0.0 0.0 -0.1
H -4.1403 -0.5344 -3.3120 0.0 0.0 0.0
H -2.8122 -0.4439 -4.0591 0.0 0.1 0.1
O -5.6119 -7.5826 4.4057 -0.1 0.0 0.0
H -6.3791 -7.0844 4.1081 0.0 0.0 0.0
H -5.7257 -8.4583 4.0245 0.0 0.0 0.0
O 3.1258 4.7888 -0.1120 -0.1 0.1 -0.1
H 2.9715 3.8406 -0.1769 0.0 0.0 0.1
H 3.4758 5.0475 -0.9702 0.0 0.0 0.0
O 0.6505 9.9204 3.9879 0.2 0.1 0.1
H 0.2116 9.0853 4.1673 -0.1 0.0 -0.2
H 1.5855 9.6831 3.8594 0.0 -0.2 0.1
O 4.7821 0.2060 -12.4994 0.1 0.0 0.0
H 4.2794 0.9873 -12.7449 0.0 0.0 0.0
H 4.5482 0.0274 -11.5799 -0.1 0.0 0.0
O 1.2717 11.8930 1.8018 0.1 0.0 0.0
H 0.6619 12.6319 1.8709 0.0 0.0 0.0
H 1.0978 11.3590 2.5877 -0.2 0.0 0.0
O 2.7115 4.0018 7.5751 0.1 -0.1 -0.1
H 3.5382 4.3522 7.2280 0.0 0.1 0.0
H 2.1714 4.7771 7.7551 0.0 0.0 0.0
```
Forces are in eV/Å.

(3)
The following is a quantum chemistry calculation of a structure of composition C18H10BrMoN4O4 in a non-equilibrium geometry, from the Open Molecules 2025 dataset.

Results
Frontier orbital gap (alpha / beta): 6.617 / 6.627 eV
HOMO (alpha / beta): -0.678 / -0.678 Eh
Charge: +3

Geometry as XYZ:
```
38
Properties=species:S:1:pos:R:3:forces:R:3
Mo 0.0393 -0.6341 -1.3140 -1.1 -0.8 -0.5
Br 2.8766 -1.0602 -1.3503 0.2 0.0 0.0
C 2.1306 -2.7966 -1.5281 -0.4 0.2 0.0
C 2.8190 -3.9873 -1.7322 0.0 -0.1 0.0
C 2.0534 -5.1243 -1.9212 0.1 -0.1 0.0
C 0.6541 -5.0492 -1.9302 -0.1 -0.1 0.0
C 0.0862 -3.8099 -1.7161 0.3 0.8 0.1
N 0.8163 -2.6958 -1.4911 0.2 -0.4 0.0
C -1.3575 -3.6496 -1.7783 0.1 -1.2 0.0
O -2.3920 -4.0688 -1.8482 -0.1 0.6 0.0
O -1.3641 -1.4899 -1.6842 0.9 0.9 0.3
H 3.9009 -4.0211 -1.7579 0.0 0.0 0.0
H 2.5380 -6.0788 -2.0900 0.0 0.0 0.0
H 0.0458 -5.9271 -2.1124 0.0 0.0 0.0
O -1.7544 5.7134 1.2644 0.0 0.0 0.0
N -1.2554 5.0170 2.1202 0.1 0.0 0.0
O -1.0319 5.3149 3.2622 0.0 0.0 0.0
C -0.9019 3.6238 1.7196 0.0 0.0 0.0
C -0.8218 2.7186 2.7161 0.0 0.0 0.0
C -0.5442 1.3430 2.4305 0.0 0.0 0.0
C -0.4638 0.3383 3.4144 0.0 0.0 0.0
C -0.1860 -0.9591 3.0399 0.0 0.0 0.0
C 0.0070 -1.2548 1.6964 0.0 0.0 0.0
N -0.0803 -0.3246 0.7379 0.0 0.0 0.1
C -0.3512 0.9671 1.1048 0.0 0.0 0.0
C -0.4065 1.9392 0.0643 0.0 0.0 0.0
N -0.1678 1.4622 -1.1977 -0.1 0.0 0.0
C -0.2040 2.3159 -2.2262 0.0 0.0 0.0
C -0.4600 3.6691 -2.0445 0.0 0.0 0.0
C -0.6927 4.1597 -0.7791 0.0 0.0 0.0
C -0.6849 3.2796 0.3338 0.0 0.0 0.0
H -0.9751 3.0441 3.7378 0.0 0.0 0.0
H -0.6133 0.5902 4.4578 0.0 0.0 0.0
H -0.1126 -1.7504 3.7725 0.0 0.0 0.0
H 0.2339 -2.2642 1.3786 0.0 0.0 0.0
H -0.0227 1.9107 -3.2158 0.0 0.0 0.0
H -0.4715 4.3270 -2.9022 0.0 0.0 0.0
H -0.8857 5.2117 -0.6315 0.0 0.0 0.0
```
Forces are in eV/Å.